No. 1
A structure of composition C32H43N7O12P3S3Ti, computed with the ωB97M-V functional and the def2-TZVPD basis.

The multiplicity is 1. As for the total energy: -152377.260 eV. The value obtained for the frontier orbital gap is 6.1 eV. Its charge is +1.

XYZ file:
```
101
Properties=species:S:1:pos:R:3:forces:R:3:lowdin_charge:R:1
Ti 0.683 -0.620 -0.101 -0.160 -0.026 0.547 1.024
S 2.871 0.763 -0.584 -0.006 -0.087 0.052 0.825
S 0.657 0.328 6.531 -0.043 -0.046 -0.010 0.421
S -1.161 -0.035 -2.582 0.100 0.122 -0.164 0.657
P 3.122 -2.860 0.097 -0.104 0.060 -0.049 0.396
P 0.899 -2.978 -1.952 -0.254 -0.151 0.000 0.379
P -0.373 -2.288 2.606 0.086 -0.059 0.022 0.745
O 1.163 -1.472 -1.772 0.068 0.051 -0.099 -0.442
O -0.265 1.093 7.335 -0.020 0.003 0.003 -0.326
O -0.155 -3.598 -1.105 0.172 0.049 -0.086 -0.268
O -0.258 -1.324 1.377 0.036 0.142 -0.120 -0.424
O 3.452 -3.975 1.009 -0.007 -0.012 -0.001 -0.252
O 2.084 -1.839 0.590 0.145 -0.051 -0.027 -0.423
O 2.048 0.353 6.919 0.013 -0.010 -0.007 -0.330
O -0.057 0.889 -2.753 0.001 -0.015 0.006 -0.306
O -1.200 -1.187 -3.462 -0.019 -0.022 0.004 -0.299
O 4.376 -2.064 -0.426 0.106 0.000 -0.019 -0.116
O 0.163 -1.009 6.160 0.027 0.059 0.019 -0.370
O 0.776 -3.223 -3.505 0.029 -0.014 -0.021 -0.090
N 2.125 -5.129 -0.913 -0.021 0.013 0.041 0.175
N 2.514 3.173 -1.823 0.077 0.046 0.002 0.011
N 0.110 1.275 0.746 -0.301 0.096 -0.255 0.002
N 2.661 1.540 -3.222 -0.028 -0.008 -0.038 -0.093
N 1.603 3.744 0.252 -0.022 -0.006 0.006 0.127
N -2.779 0.245 0.433 -0.015 -0.014 0.002 0.128
N -1.108 -0.469 -1.019 -0.146 -0.106 0.224 -0.236
C 2.503 2.692 -3.959 0.046 0.022 0.028 -0.005
C 0.330 1.377 2.175 0.069 -0.057 -0.014 -0.324
C 2.644 5.345 1.685 0.003 -0.009 0.002 -0.022
C 2.647 1.831 -1.916 -0.043 -0.002 0.010 -0.600
C 2.468 -3.751 -1.438 0.084 -0.049 -0.034 -0.458
C -3.934 0.060 1.071 0.015 -0.003 0.002 -0.121
C -4.696 -1.089 0.936 -0.012 -0.011 -0.001 -0.048
C 1.592 1.161 2.708 0.012 0.006 0.020 -0.053
C -0.621 1.453 4.371 0.047 -0.030 -0.012 -0.048
C 1.726 1.014 4.082 0.043 0.008 0.024 -0.052
C 2.583 3.939 -0.609 -0.020 0.004 -0.011 -0.282
C -2.671 0.830 -2.773 0.004 -0.017 0.000 -0.294
C 2.763 0.209 -3.803 -0.003 -0.006 0.017 0.006
C -2.348 -0.728 -0.361 0.082 0.065 0.020 -0.403
C -2.741 2.149 -2.339 0.002 0.006 -0.002 -0.048
C -3.021 -1.927 -0.551 -0.015 0.009 0.000 -0.008
C -1.653 -1.726 3.707 -0.025 0.108 -0.062 -0.118
C 3.655 5.538 0.761 -0.001 0.013 0.009 -0.027
C -6.361 2.964 -3.107 -0.006 -0.005 -0.007 -0.038
C 0.609 1.075 4.900 -0.089 0.030 -0.024 -0.252
C -0.764 1.590 3.002 -0.029 0.000 0.010 -0.032
C -4.964 0.893 -3.431 0.008 -0.018 0.000 -0.016
C 3.531 -3.863 -2.525 0.025 0.003 0.016 -0.058
C 1.640 4.434 1.393 0.006 0.020 -0.004 -0.086
C 2.428 3.719 -3.088 -0.050 -0.053 -0.027 0.005
C -0.847 -3.889 1.972 -0.041 -0.045 -0.043 -0.139
C -5.064 2.213 -3.003 0.013 0.017 0.008 -0.252
C -3.935 2.831 -2.460 -0.017 -0.007 0.001 -0.021
C -4.226 -2.100 0.110 0.002 -0.009 -0.003 -0.039
C -3.773 0.193 -3.320 -0.008 0.011 -0.002 -0.038
C 1.139 -2.458 3.525 -0.041 0.004 0.058 -0.120
C 3.635 4.814 -0.423 -0.001 0.003 -0.008 0.020
H -3.690 -0.829 -3.663 -0.006 -0.002 -0.003 0.118
H -4.262 0.868 1.716 0.005 0.007 -0.004 0.116
H -0.967 -4.586 2.802 0.011 0.006 0.010 0.076
H -2.588 -2.686 -1.188 -0.001 -0.004 -0.004 0.113
H 1.766 -0.173 -4.010 0.011 0.014 0.002 0.086
H -1.207 -1.114 4.497 -0.012 -0.060 0.033 0.033
H 3.753 -2.877 -2.926 -0.005 -0.001 -0.004 0.082
H 2.456 2.672 -5.033 -0.001 0.018 -0.001 0.140
H 0.837 4.243 2.094 0.007 0.000 0.005 0.120
H 3.175 -4.484 -3.348 -0.007 0.001 0.003 0.092
H 0.901 -3.020 4.432 -0.025 -0.021 -0.019 0.086
H -3.998 3.862 -2.135 0.000 0.001 0.001 0.122
H 3.256 -0.439 -3.085 -0.001 -0.011 -0.013 0.066
H 1.465 -1.479 3.873 0.014 0.019 -0.050 0.050
H -7.051 2.470 -3.788 -0.003 0.001 0.001 0.081
H -1.785 -3.795 1.425 0.003 -0.006 0.017 0.059
H -4.792 -3.015 -0.015 0.000 -0.002 0.002 0.117
H -6.843 3.030 -2.130 0.001 -0.001 0.004 0.091
H -5.631 -1.187 1.470 0.000 0.000 0.000 0.111
H -2.115 -2.599 4.169 0.013 -0.002 0.031 0.080
H 4.459 6.234 0.958 -0.001 0.001 0.004 0.121
H 0.067 -2.649 -3.865 -0.003 -0.008 0.001 0.073
H -1.865 2.632 -1.927 0.011 0.001 0.003 0.114
H 2.453 1.057 2.061 0.000 0.000 -0.001 0.071
H 0.534 2.079 0.266 0.005 0.041 0.024 0.057
H -0.087 -4.248 1.283 0.023 0.011 0.013 0.033
H -2.405 -1.169 3.146 -0.003 -0.020 -0.013 0.052
H 3.354 0.276 -4.714 -0.002 -0.001 0.000 0.108
H 1.915 -2.958 2.949 -0.020 -0.004 -0.035 0.047
H 2.680 0.774 4.535 0.009 0.008 -0.020 0.123
H -5.829 0.408 -3.867 0.000 -0.001 -0.001 0.120
H -0.909 1.287 0.583 0.216 0.029 0.029 0.076
H -1.735 1.801 2.566 0.003 -0.002 -0.020 0.109
H 2.631 5.880 2.624 -0.006 -0.001 0.001 0.119
H 2.676 -5.236 -0.030 -0.002 -0.007 -0.050 0.128
H 4.198 -1.119 -0.604 -0.043 -0.008 0.011 -0.008
H -6.198 3.982 -3.460 0.002 0.001 0.000 0.086
H 2.303 4.775 -3.243 0.007 0.008 0.001 0.140
H 1.116 -5.136 -0.699 -0.012 0.010 -0.006 0.129
H 4.415 4.915 -1.165 -0.007 -0.018 -0.015 0.126
H 4.461 -4.271 -2.127 -0.003 -0.003 0.001 0.100
H -1.470 1.558 5.035 0.018 -0.006 0.036 0.126
H 2.333 -5.862 -1.589 0.025 -0.010 0.022 0.169
```
Positions in Å, forces in eV/Å.

***

No. 2
A structure of composition C32H44N7O2S2Sc, computed with the ωB97M-V functional and the def2-TZVPD basis.

The multiplicity is 1. As for the total energy: -90797.220 eV. The value obtained for the frontier orbital gap is 7.1 eV.

XYZ file:
```
88
Properties=species:S:1:pos:R:3:forces:R:3:lowdin_charge:R:1
Sc -0.710 0.204 0.013 -0.048 0.014 -0.152 0.951
S -0.769 4.478 2.050 0.008 -0.019 -0.007 1.056
S 1.119 1.442 -2.383 0.014 -0.048 -0.038 0.699
O -2.632 1.509 -2.313 -0.025 0.041 0.011 -0.092
O -2.613 2.836 -0.544 -0.062 -0.043 0.055 -0.167
N -0.561 -1.430 -1.465 0.077 0.034 0.070 -0.037
N -0.470 -0.157 2.221 -0.012 0.012 0.083 -0.047
N 1.545 0.482 -4.807 -0.017 -0.060 0.018 -0.002
N -2.571 -0.704 0.811 0.044 0.158 0.040 -0.042
N -0.684 0.765 -4.194 -0.052 -0.033 -0.073 0.017
N -0.085 2.368 0.813 0.037 0.139 -0.015 -0.091
N 1.356 -0.603 0.059 -0.024 -0.068 0.032 -0.072
C -4.178 -1.730 4.024 0.066 -0.011 -0.037 -0.088
C -1.112 -1.654 4.001 0.021 -0.021 0.016 -0.024
C 0.607 0.852 -3.885 0.042 0.075 0.065 -0.799
C -3.743 -0.895 -0.037 -0.056 -0.055 0.009 -0.223
C 2.001 -0.519 2.438 -0.032 0.000 0.001 -0.157
C -1.952 -2.228 4.936 0.039 0.015 -0.034 -0.092
C -1.374 -0.904 2.827 -0.035 -0.009 -0.049 -0.218
C -2.888 -3.251 -0.673 -0.034 0.022 -0.030 -0.196
C 0.748 0.185 2.948 0.057 -0.010 -0.008 -0.230
C 3.321 -3.579 -0.981 -0.037 0.029 -0.045 -0.092
C -2.663 -1.003 2.092 0.060 0.049 0.112 -0.224
C -0.868 2.810 1.759 -0.037 -0.012 0.005 -0.496
C 2.720 -2.553 -0.288 0.024 0.022 0.029 -0.019
C 1.615 -1.706 -0.598 -0.005 -0.070 -0.046 -0.225
C 1.926 -3.763 -2.994 -0.030 0.044 0.044 -0.099
C -4.074 -2.377 -0.257 0.074 -0.015 0.039 -0.168
C -1.658 -1.726 -2.380 -0.065 -0.055 0.006 -0.237
C -2.197 1.689 -1.173 0.121 -0.138 -0.087 -0.427
C 0.592 -2.060 -1.620 -0.055 0.062 0.009 -0.226
C -2.250 -0.317 -5.784 0.013 0.028 0.010 -0.077
C 1.430 -0.733 -5.619 0.029 0.050 -0.067 -0.248
C 0.649 3.400 0.274 0.015 -0.029 -0.007 -0.245
C 3.024 -4.107 -2.233 0.057 -0.038 0.009 -0.122
C 0.868 -2.912 -2.711 -0.003 -0.080 -0.046 -0.033
C -3.886 -1.254 2.759 -0.037 -0.059 -0.094 -0.024
C -1.271 0.819 -5.527 -0.014 -0.033 0.002 -0.214
C -2.368 -3.054 -2.097 0.030 0.010 0.038 -0.166
C 2.328 -0.092 1.009 -0.009 -0.024 0.011 -0.227
C 1.877 -0.512 -7.054 -0.010 -0.017 0.015 -0.083
C 0.415 4.614 0.823 -0.028 0.035 0.025 -0.368
C -3.334 -2.217 5.008 -0.104 -0.025 0.056 -0.120
C -3.493 3.690 -1.280 0.025 0.025 -0.026 -0.080
H -5.238 -1.779 4.250 -0.006 -0.001 -0.006 0.104
H 1.802 -1.441 -7.621 0.012 0.001 -0.007 0.075
H 3.344 -0.383 0.734 0.004 0.014 -0.015 0.111
H 4.175 -4.022 -0.478 0.001 0.004 0.008 0.104
H 0.099 -2.923 -3.471 -0.003 0.009 -0.005 0.086
H 1.872 -1.605 2.481 0.012 0.000 0.010 0.114
H -3.016 4.038 -2.197 -0.011 0.002 0.006 0.087
H -1.809 1.768 -5.602 0.021 0.020 -0.020 0.125
H -3.198 -4.296 -0.578 0.010 -0.003 0.018 0.109
H -4.476 -2.786 0.673 -0.033 -0.010 -0.023 0.099
H 0.399 -1.077 -5.585 -0.018 -0.018 0.023 0.087
H 0.632 0.018 4.020 -0.036 -0.004 0.009 0.106
H -1.541 2.168 2.307 -0.005 -0.001 0.010 0.093
H -3.793 -2.643 5.891 0.009 -0.002 0.000 0.093
H 2.033 -1.519 -5.154 -0.020 0.002 0.014 0.110
H 1.843 -4.272 -3.950 -0.010 0.002 -0.006 0.103
H -1.675 -3.870 -2.318 -0.017 -0.007 -0.007 0.103
H 3.689 -4.866 -2.625 -0.001 0.001 0.001 0.092
H -3.550 -0.410 -0.987 -0.007 0.023 -0.019 0.070
H -1.443 -2.730 5.752 0.019 0.005 -0.004 0.104
H -1.316 -1.729 -3.418 0.012 0.032 0.003 0.081
H 1.337 3.210 -0.534 -0.019 -0.039 0.005 0.043
H -2.736 -0.181 -6.750 -0.010 -0.008 0.002 0.075
H 2.297 1.001 0.961 0.006 0.000 -0.005 0.103
H 0.869 5.556 0.568 0.008 0.003 0.000 0.071
H -3.199 -3.146 -2.805 0.002 -0.003 -0.008 0.116
H -0.060 -1.793 4.211 0.014 0.010 0.000 0.095
H -1.758 -1.291 -5.782 0.011 -0.001 0.005 0.061
H -4.414 3.171 -1.546 0.005 -0.008 0.006 0.085
H -2.362 -0.899 -2.331 0.000 0.012 -0.001 0.075
H -3.021 -0.328 -5.011 -0.007 -0.011 -0.007 0.076
H -4.763 -1.040 2.163 0.008 0.029 0.005 0.092
H -4.871 -2.450 -1.004 -0.002 0.023 -0.009 0.116
H 2.470 0.629 -4.432 -0.003 0.017 0.004 0.102
H -0.480 0.843 -6.272 0.002 0.010 0.009 0.095
H 3.183 -2.345 0.666 -0.007 0.015 0.005 0.089
H 0.916 1.259 2.829 -0.011 -0.006 -0.008 0.098
H -2.068 -3.109 0.035 0.004 -0.014 -0.002 0.105
H 1.266 0.244 -7.547 0.007 0.005 -0.001 0.066
H -1.333 1.012 -3.441 0.022 0.015 0.053 0.066
H -3.710 4.532 -0.627 -0.002 -0.001 0.004 0.083
H -4.620 -0.376 0.367 0.008 -0.016 0.013 0.115
H 2.915 -0.178 -7.088 0.001 0.006 -0.005 0.074
H 2.836 -0.255 3.095 0.006 -0.005 -0.002 0.118
```
Positions in Å, forces in eV/Å.